No. 1
Below is the ion C15H21F10I2N3O3PS with charge +1 at a distorted geometry, with properties calculated with the ωB97M-V functional and the def2-TZVPD basis.

CARTESIAN COORDINATES (ANGSTROEM)
C  -2.779  -3.550  -0.347
C  -1.628  -2.861  -1.065
O  -1.520  -1.510  -0.536
N  -0.237  -0.978  -0.676
C  0.181  -0.230  0.420
N  0.812  -0.743  1.408
C  1.284  -2.101  1.671
I  2.361  -3.026  0.049
C  0.252  -3.025  2.448
C  -1.112  -2.376  2.702
I  0.058  -5.024  1.615
N  -0.068  1.149  0.486
C  -1.469  1.368  0.908
C  0.381  1.850  -0.726
S  -0.750  3.223  -1.263
C  1.756  2.626  -0.457
F  2.721  2.032  -1.129
F  1.721  3.850  -0.919
C  2.238  2.642  1.021
F  2.555  1.413  1.412
F  3.394  3.301  0.996
C  1.366  3.371  2.069
F  0.482  4.182  1.518
F  0.674  2.508  2.819
C  2.186  4.235  3.087
F  3.130  3.547  3.655
F  2.600  5.339  2.565
F  1.324  4.561  4.036
O  0.686  0.966  -1.781
C  -0.143  -0.156  -1.917
C  0.582  -1.054  -2.942
C  0.958  -0.315  -4.241
F  0.429  -0.989  -5.311
P  -1.839  0.158  -2.757
O  -2.070  -0.791  -3.845
H  -2.671  -4.627  -0.325
H  -2.944  -3.146  0.647
H  -3.688  -3.352  -0.911
H  -1.926  -2.756  -2.110
H  -0.688  -3.404  -1.074
H  1.020  -0.059  2.136
H  2.082  -1.974  2.388
H  0.665  -3.236  3.422
H  -1.026  -1.802  3.629
H  -1.446  -1.682  1.939
H  -1.861  -3.127  2.910
H  -2.204  1.128  0.148
H  -1.622  2.348  1.332
H  -1.668  0.668  1.724
H  -1.953  2.637  -1.423
H  1.516  -1.341  -2.461
H  0.017  -1.950  -3.167
H  2.031  -0.246  -4.378
H  0.492  0.669  -4.267
H  -1.763  1.448  -3.327
H  -2.881  0.214  -1.805

The total charge is +1. For the largest force on an atom, the calculation gives 1.84 eV Å⁻¹. Its total energy is -89997.5641 eV.


No. 2
Below is the molecule C3H6O4S at a distorted geometry, with properties calculated with the ωB97M-V functional and the def2-TZVPD basis.

CARTESIAN COORDINATES (ANGSTROEM)
C  0.291  -0.811  -0.643
C  1.411  0.978  0.487
C  1.604  -0.464  -0.101
O  -3.030  -0.412  -1.381
O  -2.547  -1.093  0.928
O  -0.707  -0.105  -0.368
O  -2.805  1.299  0.399
S  -2.624  -0.030  -0.008
H  0.228  -1.761  -1.073
H  1.016  1.680  -0.247
H  2.359  1.313  0.818
H  0.687  0.947  1.325
H  1.746  -1.235  0.624
H  2.370  -0.307  -0.761

For the largest force on an atom, the calculation gives 5.75 eV Å⁻¹. For the energy above the lowest of the compared OMol25 structures with the same formula, charge and spin, the calculation gives 2.263 eV. Its total energy is -22231.0886 eV.


No. 3
Below is the molecule C2H3BrN2O2 at a distorted geometry, with properties calculated with the ωB97M-V functional and the def2-TZVPD basis.

CARTESIAN COORDINATES (ANGSTROEM)
O  -2.047  1.185  0.500
N  -0.934  1.344  0.062
O  -0.475  2.240  -0.607
N  0.048  0.520  0.412
C  -0.062  -1.155  0.362
C  0.793  -0.280  -0.514
Br  2.639  -0.572  0.026
H  -1.057  -1.601  -0.022
H  0.274  -1.672  1.293
H  0.821  -0.008  -1.513

Its SMILES is O=[N+]([O-])N1C[C@@H]1Br. For the largest force on an atom, the calculation gives 6.51 eV Å⁻¹. For the energy above the lowest of the compared OMol25 structures with the same formula, charge and spin, the calculation gives 1.786 eV. Its total energy is -79234.4155 eV.


No. 4
Below is a structure of composition C33H65Li2O15P at a distorted geometry, with properties calculated with the ωB97M-V functional and the def2-TZVPD basis.

CARTESIAN COORDINATES (ANGSTROEM)
Li  -0.632  3.397  -0.942
Li  -2.428  0.629  -1.411
P  -3.014  3.030  -1.507
O  -3.860  3.848  -2.462
O  -1.765  2.267  -2.095
O  -3.805  1.903  -0.756
O  -2.364  3.944  -0.384
O  1.134  -0.334  0.049
C  -0.030  0.430  -0.066
O  0.095  1.659  0.127
O  -1.080  -0.200  -0.240
H  1.794  0.358  0.198
C  -5.029  -1.962  2.103
C  -6.317  -2.361  1.368
C  -6.146  -1.659  0.039
O  -5.467  -0.474  0.326
C  -4.490  -0.730  1.336
H  -4.309  -2.782  2.172
H  -5.259  -1.726  3.148
H  -7.185  -1.962  1.898
H  -6.451  -3.443  1.303
H  -7.069  -1.380  -0.473
H  -5.565  -2.262  -0.681
H  -4.373  0.165  1.935
H  -3.548  -1.029  0.863
C  5.736  1.236  1.030
C  5.048  2.310  1.912
C  3.573  2.290  1.441
O  3.382  1.026  0.818
C  4.577  0.723  0.155
H  6.146  0.440  1.647
H  6.487  1.672  0.373
H  5.437  3.318  1.766
H  5.124  2.048  2.967
H  3.439  3.065  0.677
H  2.879  2.425  2.265
H  4.590  1.191  -0.841
H  4.675  -0.340  -0.073
C  0.992  -2.246  -2.435
C  1.584  -0.990  -3.057
C  3.018  -1.034  -2.538
O  3.392  -2.401  -2.605
C  2.212  -3.182  -2.287
H  0.223  -2.705  -3.057
H  0.545  -2.038  -1.466
H  1.046  -0.080  -2.803
H  1.643  -1.062  -4.150
H  3.018  -0.714  -1.489
H  3.707  -0.386  -3.080
H  2.355  -3.506  -1.252
H  2.171  -4.028  -2.973
C  2.275  -1.384  3.166
C  3.559  -1.136  3.930
C  4.445  -2.335  3.518
O  3.687  -3.128  2.619
C  2.742  -2.231  2.002
H  1.692  -0.512  2.862
H  1.528  -1.999  3.678
H  3.380  -1.078  5.007
H  4.051  -0.201  3.656
H  4.797  -2.934  4.357
H  5.317  -1.982  2.949
H  1.950  -2.822  1.543
H  3.213  -1.684  1.177
C  2.993  4.476  -2.012
C  2.571  3.026  -2.274
C  1.283  3.298  -3.054
O  0.658  4.348  -2.344
C  1.646  5.136  -1.679
H  3.440  4.915  -2.911
H  3.768  4.606  -1.250
H  2.400  2.510  -1.326
H  3.326  2.503  -2.863
H  0.636  2.431  -3.130
H  1.568  3.645  -4.058
H  1.454  5.039  -0.604
H  1.605  6.191  -1.950
C  -0.959  -3.214  0.949
C  -0.798  -4.527  1.710
C  -1.734  -5.436  0.918
O  -1.744  -4.956  -0.412
C  -1.105  -3.670  -0.514
H  -0.157  -2.484  1.054
H  -1.888  -2.721  1.247
H  -1.025  -4.370  2.767
H  0.248  -4.851  1.686
H  -2.747  -5.422  1.334
H  -1.365  -6.466  0.914
H  -1.751  -2.915  -0.954
H  -0.121  -3.715  -0.985
C  -4.298  -0.451  -3.802
C  -3.236  0.429  -4.479
C  -1.922  -0.265  -4.143
O  -2.148  -0.902  -2.886
C  -3.517  -1.258  -2.740
H  -4.632  -1.221  -4.516
H  -5.177  0.069  -3.437
H  -3.242  1.416  -4.006
H  -3.454  0.513  -5.545
H  -1.186  0.503  -3.888
H  -1.522  -0.948  -4.902
H  -3.862  -0.953  -1.743
H  -3.657  -2.339  -2.846
C  -0.121  3.361  3.123
C  -0.291  1.863  3.441
C  -1.800  1.623  3.256
O  -2.315  2.737  2.546
C  -1.579  3.857  2.913
H  0.460  3.584  2.230
H  0.313  3.943  3.947
H  0.033  1.583  4.445
H  0.290  1.303  2.705
H  -2.291  1.478  4.234
H  -2.037  0.778  2.607
H  -1.945  4.360  3.830
H  -1.542  4.629  2.143

The total charge is -2. For the largest force on an atom, the calculation gives 3.13 eV Å⁻¹. For the energy above the lowest of the compared OMol25 structures with the same formula, charge and spin, the calculation gives 0.000 eV. Its total energy is -75691.8814 eV.


No. 5
Below is a cluster of 13 separate species, C34H79ClFN14O24S in total at a distorted geometry, with properties calculated with the ωB97M-V functional and the def2-TZVPD basis.

CARTESIAN COORDINATES (ANGSTROEM)
C  -1.260  4.044  5.815
C  -2.126  2.654  5.859
C  -3.559  2.698  5.065
C  -3.454  2.907  3.444
C  -2.504  1.757  2.685
C  -1.045  2.462  2.481
C  -0.007  1.605  1.485
F  1.297  2.356  1.660
N  0.234  0.222  1.949
C  -0.111  -0.940  1.077
N  -0.734  -2.042  1.957
C  0.241  -2.899  2.411
C  1.201  -2.431  3.697
C  0.545  -4.412  1.823
C  -1.202  -0.573  -0.086
C  -1.998  -1.826  -0.763
C  -1.078  -3.147  -1.127
C  -3.124  -1.435  -1.885
C  -2.616  -1.155  -3.398
C  -2.537  -2.522  -4.362
C  -0.537  0.549  -1.034
C  0.861  0.302  -1.769
Cl  2.411  0.523  -0.708
C  1.113  -1.087  -2.575
C  2.208  -0.768  -3.789
C  -0.494  1.890  -0.030
S  0.340  3.384  -0.866
H  -0.201  3.907  5.286
H  -1.795  4.953  5.307
H  -0.995  4.355  6.935
H  -2.387  2.464  7.008
H  -1.431  1.777  5.515
H  -4.189  3.586  5.554
H  -4.182  1.715  5.273
H  -2.905  3.954  3.278
H  -4.505  3.031  2.904
H  -2.517  0.830  3.410
H  -3.078  1.545  1.665
H  -0.458  2.706  3.464
H  -1.241  3.478  1.886
H  1.263  0.125  2.207
H  -0.278  0.087  2.872
H  0.841  -1.462  0.581
H  1.621  -3.411  4.196
H  2.073  -1.803  3.232
H  0.492  -1.823  4.405
H  1.434  -4.314  1.034
H  -0.372  -4.832  1.193
H  0.916  -5.164  2.638
H  -2.068  0.004  0.512
H  -2.669  -2.237  0.145
H  -0.889  -3.312  -2.268
H  -0.024  -3.159  -0.603
H  -1.633  -4.131  -0.743
H  -3.710  -0.488  -1.456
H  -3.950  -2.293  -1.943
H  -3.475  -0.507  -3.920
H  -1.645  -0.515  -3.520
H  -2.879  -2.317  -5.463
H  -1.391  -2.853  -4.355
H  -3.124  -3.412  -3.853
H  -1.349  0.850  -1.856
H  0.981  1.165  -2.589
H  0.183  -1.590  -3.065
H  1.580  -1.861  -1.797
H  1.598  -0.285  -4.693
H  2.712  -1.771  -4.181
H  3.071  -0.053  -3.412
H  -1.643  2.214  0.038
H  1.748  3.287  -0.740
C  -7.779  5.375  2.565
N  -6.603  4.538  2.924
O  -5.926  4.901  3.893
O  -6.392  3.541  2.224
H  -7.843  6.213  3.262
H  -7.630  5.733  1.544
H  -8.668  4.744  2.639
C  2.193  5.413  9.287
N  0.851  5.774  8.755
O  0.015  4.867  8.666
O  0.675  6.957  8.441
H  2.206  4.346  9.520
H  2.928  5.647  8.514
H  2.361  6.007  10.188
C  1.886  -0.293  -8.156
N  0.443  -0.480  -7.846
O  -0.340  -0.527  -8.802
O  0.137  -0.575  -6.652
H  2.009  -0.225  -9.240
H  2.210  0.632  -7.674
H  2.423  -1.157  -7.760
C  4.999  7.545  11.726
N  4.280  6.370  12.289
O  3.055  6.326  12.129
O  4.966  5.525  12.875
H  4.275  8.203  11.240
H  5.491  8.058  12.555
H  5.726  7.171  11.002
C  -3.783  -2.327  3.353
N  -5.226  -2.514  3.663
O  -6.009  -2.561  2.708
O  -5.532  -2.608  4.858
H  -3.661  -2.259  2.270
H  -3.460  -1.402  3.836
H  -3.246  -3.191  3.749
C  2.841  0.772  -13.088
N  2.946  0.424  -11.646
O  2.945  -0.777  -11.352
O  3.026  1.367  -10.849
H  2.778  -0.149  -13.671
H  1.938  1.373  -13.218
H  3.736  1.338  -13.357
C  -7.631  3.279  -1.327
N  -8.332  4.539  -1.691
O  -9.027  5.072  -0.819
O  -8.166  4.958  -2.843
H  -7.866  3.030  -0.290
H  -7.986  2.497  -2.002
H  -6.559  3.451  -1.448
C  5.583  -4.121  0.622
N  4.140  -4.308  0.933
O  3.357  -4.355  -0.023
O  3.834  -4.403  2.127
H  5.705  -4.054  -0.461
H  5.906  -3.197  1.105
H  6.120  -4.985  1.018
C  6.377  -2.916  -4.215
N  6.481  -3.264  -2.772
O  6.481  -4.465  -2.478
O  6.561  -2.322  -1.975
H  6.314  -3.838  -4.797
H  5.474  -2.316  -4.344
H  7.272  -2.351  -4.483
C  1.910  -3.748  -15.289
N  2.618  -2.566  -15.851
O  3.008  -2.644  -17.022
O  2.764  -1.594  -15.101
H  1.854  -4.524  -16.055
H  2.483  -4.097  -14.428
H  0.910  -3.423  -14.995
C  1.654  -6.772  -1.129
N  1.616  -8.259  -1.148
O  0.661  -8.808  -0.587
O  2.546  -8.834  -1.726
H  0.779  -6.403  -0.590
H  2.574  -6.472  -0.623
H  1.642  -6.429  -2.166
C  2.309  -1.129  7.548
N  2.289  0.132  6.759
O  1.457  0.217  5.848
O  3.108  1.002  7.078
H  1.539  -1.800  7.160
H  3.300  -1.573  7.434
H  2.106  -0.871  8.589

The total charge is +1. For the largest force on an atom, the calculation gives 5.18 eV Å⁻¹. Its total energy is -132564.4455 eV.


No. 6
Below is the ion C3H6N2P with charge +1 at a distorted geometry, with properties calculated with the ωB97M-V functional and the def2-TZVPD basis.

CARTESIAN COORDINATES (ANGSTROEM)
H  -0.126  0.590  -2.801
P  -0.972  1.321  -1.811
N  -0.268  0.480  -0.685
C  0.711  -0.559  -1.002
C  1.546  -1.341  -1.416
N  -0.340  0.826  0.695
C  -0.585  -0.124  1.717
H  2.479  -1.822  -1.761
H  -0.862  1.743  0.834
H  0.323  -0.138  2.416
H  -1.434  0.185  2.360
H  -0.472  -1.161  1.454

The total charge is +1. Its SMILES is [H]/P=[N+](\C#C)NC. For the largest force on an atom, the calculation gives 5.18 eV Å⁻¹. For the energy above the lowest of the compared OMol25 structures with the same formula, charge and spin, the calculation gives 2.891 eV. Its total energy is -15464.6859 eV.